Record 1
A molecular structure, C22H31MoN2OP2S. Source: the Open Molecules 2025 dataset; level of theory: ωB97M-V/def2-TZVPD.

Structure (XYZ):
```
60
C22H31MoN2OP2S | the Open Molecules 2025 dataset | ωB97M-V/def2-TZVPD
Mo 0.403 -0.980 -0.186
C -1.160 -2.683 -2.721
P -0.391 -3.216 -1.169
C 0.877 -4.437 -1.563
C -1.686 -3.939 -0.139
C -2.383 -5.075 -0.525
C -3.430 -5.542 0.265
C -3.784 -4.878 1.430
C -3.084 -3.746 1.836
C -2.032 -3.284 1.056
P -0.976 -1.928 1.558
C -1.631 -1.011 2.954
C 0.659 -2.653 1.978
H -1.654 -3.540 -3.184
H -0.402 -2.307 -3.410
H -1.916 -1.919 -2.532
H 0.428 -5.292 -2.074
H 1.360 -4.796 -0.655
H 1.622 -3.993 -2.225
H -2.135 -5.600 -1.440
H -3.975 -6.425 -0.039
H -4.603 -5.245 2.033
H -3.364 -3.249 2.755
H -1.768 -1.673 3.811
H -2.591 -0.576 2.674
H -0.933 -0.217 3.216
H 0.575 -3.729 2.140
H 1.103 -2.167 2.847
H 1.421 -2.580 1.160
C 1.230 4.878 1.272
C 2.556 4.195 0.981
N 2.550 2.748 1.350
C 3.326 2.394 2.560
C 2.590 2.761 3.838
C 1.886 1.894 0.619
S 1.867 0.194 1.218
N 1.308 2.347 -0.496
C 0.520 1.820 -1.350
O 0.124 0.491 -1.204
C -0.009 2.485 -2.504
C -0.937 1.859 -3.353
C -1.428 2.539 -4.444
C -1.001 3.840 -4.705
C -0.081 4.469 -3.869
C 0.413 3.800 -2.771
H 1.321 5.935 1.022
H 0.966 4.811 2.326
H 0.422 4.462 0.673
H 3.360 4.638 1.565
H 2.823 4.260 -0.072
H 4.265 2.938 2.476
H 3.573 1.336 2.526
H 2.432 3.835 3.916
H 3.189 2.454 4.694
H 1.623 2.260 3.897
H -1.277 0.852 -3.151
H -2.147 2.068 -5.100
H -1.389 4.366 -5.566
H 0.244 5.478 -4.082
H 1.130 4.274 -2.116
```

## Properties
HOMO-LUMO gap (spin up / spin down) = 5.8 / 5.9 eV
2S+1 = 3
Net charge = +3
Total energy = -59587.3522 eV

Results of the Löwdin charge analysis, in e, for atoms 1 through 8:
1 Mo 1.078
2 C -0.209
3 P 0.831
4 C -0.200
5 C -0.381
6 C -0.039
7 C 0.001
8 C -0.001


Record 2
2 unconnected molecules or ions with the total composition C9H11INOP at a distorted geometry. Source: the Open Molecules 2025 dataset; level of theory: ωB97M-V/def2-TZVPD.

Structure (XYZ):
```
24
C9H11INOP | the Open Molecules 2025 dataset | ωB97M-V/def2-TZVPD
C 0.701 -1.757 1.765
C -0.068 -0.767 0.929
C -1.557 -0.673 0.932
C -2.095 0.170 0.031
N -1.395 0.974 -0.815
C -2.143 1.793 -1.735
C 0.005 0.962 -0.808
O 0.661 1.797 -1.443
C 0.646 0.027 0.090
C 2.071 -0.066 -0.173
C 2.456 -0.868 -1.338
P 2.797 -1.909 -2.415
H 1.582 -2.144 1.241
H 0.153 -2.706 1.939
H 0.817 -1.268 2.735
H -2.179 -1.391 1.559
H -3.178 0.206 0.125
H -3.227 1.458 -1.378
H -1.883 2.873 -1.672
H -1.858 1.407 -2.743
H 2.558 0.828 -0.544
H 2.754 -0.463 0.600
I 5.765 -0.445 0.482
H 4.407 -1.072 -0.096
```

## Properties
HOMO-LUMO gap = 9.0 eV
ΔE to the lowest compared entry with this formula, charge and spin = 0.0 kJ/mol
2S+1 = 1
Net charge = 0
Total energy = -30435.8108 eV

Results of the Löwdin charge analysis, in e, for atoms 1 through 8:
1 C -0.035
2 C -0.185
3 C -0.017
4 C -0.111
5 N -0.077
6 C -0.017
7 C -0.374
8 O 0.047


Record 3
A single C5H11NO molecule. Source: the Open Molecules 2025 dataset; level of theory: ωB97M-V/def2-TZVPD.

Structure (XYZ):
```
18
C5H11NO | the Open Molecules 2025 dataset | ωB97M-V/def2-TZVPD
C 1.491 0.679 1.569
C 1.235 -0.190 0.363
C -0.020 -0.284 -0.130
N -0.616 -1.494 -0.399
C -1.940 -1.782 -0.902
O -0.740 0.853 -0.333
C 0.149 1.953 -0.725
H 2.286 1.431 1.480
H 0.575 1.201 1.877
H 1.758 0.014 2.400
H 1.924 -0.990 0.139
H -0.168 -2.247 0.101
H -2.682 -1.912 -0.096
H -1.916 -2.719 -1.475
H -2.274 -0.970 -1.548
H -0.509 2.813 -0.745
H 0.576 1.743 -1.713
H 0.996 2.191 -0.062
```

## Properties
HOMO-LUMO gap = 8.1 eV
ΔE to the lowest compared entry with this formula, charge and spin = 257.4 kJ/mol
2S+1 = 1
Net charge = 0
Total energy = -8899.0299 eV

Results of the Löwdin charge analysis, in e, for atoms 1 through 8:
1 C -0.137
2 C -0.161
3 C -0.414
4 N -0.003
5 C -0.089
6 O -0.066
7 C -0.054
8 H 0.063


Record 4
A molecular structure, C5H6N at a distorted geometry. Source: the Open Molecules 2025 dataset; level of theory: ωB97M-V/def2-TZVPD.

Structure (XYZ):
```
12
C5H6N | the Open Molecules 2025 dataset | ωB97M-V/def2-TZVPD
C -2.333 -0.508 0.266
C -0.994 -0.857 0.201
C -0.954 1.321 -0.158
C -2.248 0.670 -0.224
C 1.193 0.245 0.071
N -0.178 0.222 -0.027
H -3.130 -1.221 0.427
H -0.774 -1.868 -0.070
H -0.689 2.307 -0.324
H 1.588 -0.719 0.474
H 1.777 0.612 -0.788
H 1.451 1.077 0.775
```

## Properties
HOMO-LUMO gap (spin up / spin down) = 7.6 / 8.7 eV
ΔE to the lowest compared entry with this formula, charge and spin = 485.5 kJ/mol
2S+1 = 1
Net charge = +1
Total energy = -6760.1455 eV

Results of the Löwdin charge analysis, in e, for atoms 1 through 8:
1 C -0.030
2 C 0.039
3 C 0.107
4 C 0.206
5 C -0.019
6 N -0.138
7 H 0.149
8 H 0.165


Record 5
11 unconnected molecules or ions with the total composition C15H51N21O12 at a distorted geometry. Source: the Open Molecules 2025 dataset; level of theory: ωB97M-V/def2-TZVPD.

Structure (XYZ):
```
99
C15H51N21O12 | the Open Molecules 2025 dataset | ωB97M-V/def2-TZVPD
C 2.252 3.631 -3.119
C 1.269 3.569 -1.980
O 0.163 2.683 -2.220
C -0.658 2.836 -3.296
O -0.539 2.089 -4.270
C -1.834 3.762 -3.169
C -1.580 5.220 -2.830
N -0.599 5.812 -3.728
H 3.208 3.950 -2.707
H 2.397 2.654 -3.568
H 1.974 4.344 -3.890
H 1.761 3.126 -1.120
H 0.924 4.556 -1.681
H -2.437 3.348 -2.370
H -2.361 3.720 -4.116
H -2.545 5.730 -2.883
H -1.224 5.304 -1.807
H -0.907 5.807 -4.686
H -0.327 6.738 -3.447
N -1.016 0.280 -0.738
C -2.353 0.565 -0.621
N -3.110 -0.463 -0.141
O -2.775 1.669 -0.923
H -0.624 -0.614 -0.506
H -0.420 1.007 -1.099
H -4.103 -0.324 -0.036
H -2.706 -1.352 0.112
N -2.544 -3.660 3.714
C -2.735 -2.877 2.624
N -3.433 -1.717 2.806
O -2.295 -3.161 1.514
H -2.886 -3.430 4.626
H -2.009 -4.499 3.588
H -3.560 -1.151 1.988
H -3.816 -1.409 3.679
N -0.274 -6.922 -1.219
C -1.191 -6.056 -0.678
N -0.656 -5.074 0.102
O -2.390 -6.158 -0.898
H 0.718 -6.838 -1.075
H -0.627 -7.648 -1.810
H -1.275 -4.388 0.526
H 0.332 -5.004 0.260
N -0.459 -0.307 2.697
C 0.737 -0.847 3.074
N 1.841 -0.100 2.739
O 0.827 -1.908 3.669
H -0.537 0.565 2.205
H -1.302 -0.807 2.924
H 2.735 -0.458 3.013
H 1.791 0.779 2.259
N 5.224 2.416 1.219
C 4.151 1.957 0.510
N 4.320 0.749 -0.091
O 3.103 2.594 0.415
H 6.096 1.913 1.311
H 5.118 3.302 1.673
H 3.551 0.402 -0.630
H 5.150 0.191 -0.013
N 5.600 -3.921 1.604
C 4.858 -2.855 1.176
N 3.511 -3.073 1.082
O 5.364 -1.780 0.896
H 5.206 -4.811 1.840
H 6.589 -3.788 1.682
H 2.943 -2.308 0.773
H 3.072 -3.947 1.303
N 8.281 3.836 0.107
C 8.812 2.805 0.831
N 10.152 2.881 1.086
O 8.127 1.873 1.223
H 8.818 4.611 -0.229
H 7.299 3.793 -0.097
H 10.560 2.135 1.615
H 10.733 3.634 0.774
N -8.362 0.496 0.223
C -7.242 0.060 -0.418
N -7.386 -0.244 -1.743
O -6.169 -0.049 0.158
H -9.253 0.598 -0.223
H -8.292 0.712 1.205
H -6.571 -0.561 -2.232
H -8.252 -0.163 -2.237
N 3.627 -5.673 -3.758
C 2.457 -5.585 -3.055
N 1.351 -5.239 -3.772
O 2.398 -5.806 -1.854
H 3.695 -5.496 -4.741
H 4.450 -5.928 -3.248
H 0.482 -5.181 -3.270
H 1.363 -5.051 -4.756
N -7.322 3.026 3.215
C -8.351 2.380 3.844
N -8.913 3.049 4.897
O -8.742 1.278 3.493
H -6.987 3.929 3.488
H -6.882 2.558 2.444
H -9.668 2.598 5.376
H -8.609 3.952 5.205
```

## Properties
HOMO-LUMO gap = 9.5 eV
ΔE to the lowest compared entry with this formula, charge and spin = 0.0 kJ/mol
2S+1 = 1
Net charge = 0
Total energy = -72256.1035 eV

Results of the Löwdin charge analysis, in e, for atoms 1 through 8:
1 C -0.067
2 C -0.218
3 O -0.061
4 C -0.452
5 O 0.096
6 C -0.102
7 C -0.276
8 N 0.013


> Among the records above, which one has the highest total energy?

C5H6N